Entry 1:
8
Properties=species:S:1:pos:R:3:forces:R:3:mulliken_charge:R:1 method="wB97M-V/def2-TZVPD" max_force_ev_per_a=3.0 molar_mass_g_mol=52.08 lumo_energy_ev="0.0 / 0.0" homo_lumo_gap_ev="7.992 / 8.328"
C -1.485 -0.343 -0.119 -0.01 0.54 0.24 -0.2147
C -1.072 0.894 0.298 0.73 0.28 0.04 -0.2070
C 0.357 0.941 -0.275 2.03 0.83 0.80 -0.2518
C -0.118 -0.464 -0.291 0.49 -1.88 1.22 -0.1894
H -2.375 -0.880 0.180 0.31 -0.37 -0.64 0.3355
H 0.598 1.456 -1.261 -0.71 -0.71 1.42 0.2649
H 1.188 1.188 0.569 -1.93 -0.63 -2.20 0.1813
H 0.770 -2.056 0.604 -0.92 1.96 -0.89 0.0812

***

Entry 2:
8
Properties=species:S:1:pos:R:3:forces:R:3:nbo_charge:R:1 method="wB97M-V/def2-TZVPD" max_force_ev_per_a=3.2 molar_mass_g_mol=52.08 lumo_energy_ev=0.9 homo_lumo_gap_ev=9.399
C 1.008 0.528 -0.494 -0.41 0.47 0.35 -0.2594
C 0.772 -0.782 -0.214 0.60 -0.41 0.07 -0.0244
C -0.731 -0.650 -0.030 -1.79 -1.56 2.20 -0.4783
C -0.156 0.664 0.297 0.28 -0.20 -0.47 -0.1159
H 1.846 1.147 -0.731 0.21 0.13 -0.19 0.2297
H -1.290 -0.750 -0.947 0.00 0.07 -0.12 0.2378
H -1.222 -1.295 0.850 1.03 1.49 -1.96 0.2127
H -0.226 1.137 1.270 0.09 0.01 0.12 0.1978

***

Entry 3:
60
Properties=species:S:1:pos:R:3:forces:R:3:nbo_charge:R:1 method="wB97M-V/def2-TZVPD" max_force_ev_per_a=2.2 molar_mass_g_mol=340.36 lumo_energy_ev=0.0 homo_lumo_gap_ev=8.778
N 0.413 -0.679 -0.737 0.00 -0.39 -0.09 -0.8991
C -0.996 -0.445 -0.455 -0.70 0.73 -0.14 -0.2433
C -1.315 -0.264 1.035 1.21 -1.28 1.23 -0.2572
N -1.408 1.055 1.721 -0.95 1.00 -1.21 -0.4699
C -2.583 1.054 2.605 1.29 0.45 1.01 -0.4211
C -1.570 2.215 0.808 -0.18 0.06 0.06 -0.4236
H 0.920 0.043 -1.230 -0.14 0.18 0.13 0.3838
H 0.876 -0.932 0.125 0.38 0.34 -0.03 0.3835
H -1.591 -1.264 -0.857 0.01 -0.26 0.35 0.2058
H -1.399 0.411 -0.999 0.35 -0.01 -0.27 0.1784
H -0.477 -0.743 1.568 0.02 -0.08 -0.23 0.1977
H -2.120 -0.934 1.356 -0.54 0.45 -0.42 0.2020
H -2.617 2.009 3.137 -0.19 0.26 -0.40 0.1960
H -3.518 0.894 2.066 -0.15 -0.31 0.21 0.1795
H -2.371 0.395 3.452 -0.55 -0.67 -0.40 0.2072
H -0.855 3.021 0.988 0.12 -0.15 0.24 0.1929
H -2.568 2.647 0.928 0.00 0.08 -0.03 0.1822
H -1.491 1.974 -0.247 0.18 -0.07 0.04 0.1951
H -1.542 0.118 -5.562 0.01 -0.25 0.04 0.4797
H -0.709 -0.709 -4.542 -0.14 -0.10 -0.07 0.4869
O -1.129 0.142 -4.695 0.20 0.55 0.18 -0.9650
H 3.036 3.789 -0.903 0.03 0.04 -0.29 0.4853
H 1.833 4.473 -1.501 0.00 0.11 -0.18 0.4654
O 2.777 4.354 -1.654 -0.18 -0.01 0.29 -0.9714
H 2.287 -0.977 2.523 -0.45 0.21 -0.38 0.5152
H 2.870 -1.704 1.387 -0.09 -0.12 -0.18 0.4829
O 2.020 -1.600 1.828 0.03 -0.86 0.30 -0.9898
H 2.638 0.284 -4.151 -0.13 0.11 -0.19 0.4876
H 1.806 0.255 -5.404 0.03 0.06 -0.03 0.4641
O 2.702 0.084 -5.097 0.00 -0.20 0.09 -0.9592
H 2.762 2.241 -3.024 -0.32 0.57 0.05 0.4891
H 1.190 2.235 -2.751 0.53 0.27 -0.18 0.5050
O 1.996 1.692 -2.846 0.12 -0.94 0.32 -1.0179
H -2.354 -2.863 3.665 -0.19 0.22 0.22 0.4638
H -1.203 -3.653 4.124 -0.52 0.22 0.47 0.4835
O -1.807 -2.958 4.456 0.31 -0.27 -0.56 -0.9620
H -0.528 3.636 -3.491 0.07 0.04 0.03 0.4864
H -0.813 2.170 -3.215 -0.11 -0.28 -0.14 0.5015
O -0.392 2.948 -2.830 -0.28 0.14 0.02 -0.9556
H 0.699 0.152 4.122 -0.16 0.08 0.03 0.4844
H 0.343 1.375 3.249 -0.33 -0.29 -0.32 0.5030
O 1.080 0.840 3.568 0.20 0.11 0.41 -0.9839
H -3.708 -0.078 -2.607 0.17 -0.17 0.52 0.4732
H -3.554 -1.619 -2.216 0.10 0.41 0.43 0.4866
O -3.750 -0.985 -2.909 -0.26 -0.35 -0.88 -0.9580
H 4.593 3.028 0.384 0.52 -0.45 -0.30 0.5034
H 4.024 1.836 -0.565 0.64 0.28 -0.06 0.5047
O 3.843 2.496 0.111 -1.04 0.15 0.22 -0.9719
H -0.178 -5.014 2.077 0.08 0.20 -0.16 0.5009
H 0.365 -4.004 3.115 0.26 -0.15 -0.28 0.4754
O -0.270 -4.716 2.986 0.11 -0.17 0.36 -0.9599
H 3.220 1.175 1.319 0.38 -0.41 0.08 0.4880
H 2.835 1.084 2.737 0.07 -0.59 0.17 0.4954
O 3.332 0.570 2.076 0.19 1.37 0.07 -0.9952
H 0.435 -3.018 -0.408 0.32 0.53 0.06 0.5048
H 0.706 -2.967 1.151 0.31 0.53 -0.34 0.5064
O 0.257 -3.436 0.439 -0.57 -0.98 0.14 -1.0078
H -1.615 -3.525 0.217 0.21 -0.21 0.01 0.5016
H -2.902 -4.222 -0.357 0.20 -0.17 0.09 0.4715
O -2.528 -3.387 -0.071 -0.49 0.41 -0.11 -0.9878

***

Entry 4:
61
Properties=species:S:1:pos:R:3:forces:R:3:nbo_charge:R:1 method="wB97M-V/def2-TZVPD" max_force_ev_per_a=10.0 molar_mass_g_mol=356.36 lumo_energy_ev=-0.1 homo_lumo_gap_ev=9.062
N -1.519 -2.467 -1.940 -1.93 2.75 2.35 -0.8465
C -0.773 -2.324 -3.161 -3.23 2.07 -0.02 -0.2543
C -0.230 -0.872 -3.324 -0.36 -0.08 1.44 -0.2430
N 0.501 -0.373 -2.078 3.25 0.71 -6.38 -0.6798
C 2.006 -0.649 -2.229 -0.44 -1.27 1.78 -0.2266
C 2.547 -2.170 -1.850 -2.31 1.95 1.42 -0.0908
O 3.153 -2.065 -0.549 -0.12 -0.87 -0.65 -0.7598
H -0.887 -2.801 -1.219 -0.23 0.50 0.23 0.3526
H -1.942 -1.475 -1.622 1.08 -3.27 -1.18 0.3442
H -1.621 -2.424 -3.889 1.48 -0.45 -0.46 0.1941
H -0.163 -3.166 -3.003 1.68 -0.76 -1.51 0.2000
H 0.402 -0.932 -4.202 0.50 0.72 0.04 0.2043
H -1.079 -0.132 -3.550 0.95 -1.31 0.32 0.1992
H 0.052 -0.586 -1.269 -0.85 -1.43 2.72 0.3687
H 2.385 -0.492 -3.259 -0.86 0.43 0.59 0.2081
H 2.517 0.065 -1.533 -0.13 -0.76 -0.68 0.1905
H 1.608 -2.823 -1.708 1.64 0.58 -0.93 0.1706
H 3.318 -2.430 -2.560 -0.24 -0.63 -0.46 0.1748
H 3.360 -2.958 -0.210 -0.12 0.67 -0.25 0.4822
H -2.234 4.049 0.200 -0.86 0.40 1.44 0.4641
H -2.377 3.738 1.696 -0.21 -0.99 0.51 0.4873
O -2.491 4.446 1.074 0.72 0.34 -1.79 -0.9368
H -0.987 3.311 -0.822 0.41 -0.10 -0.01 0.4632
H -0.519 1.878 -1.112 -0.35 0.11 0.06 0.4831
O -1.296 2.465 -1.161 0.36 -0.24 -0.19 -0.9477
H 0.874 2.477 -2.439 1.82 -0.81 -0.13 0.4719
H 1.669 3.464 -3.093 1.17 -0.64 0.15 0.4699
O 1.853 2.591 -2.666 -2.91 1.40 -0.06 -0.9432
H 0.530 -2.376 1.151 0.60 -1.09 1.46 0.5050
H 0.311 -0.779 1.077 -0.69 -4.71 -2.22 0.4859
O 0.149 -1.781 0.541 0.43 5.80 0.57 -0.9852
H 3.102 -0.390 1.152 -2.47 0.71 -0.12 0.4572
H 4.287 -0.764 0.401 -0.04 -0.14 0.77 0.4778
O 3.974 -0.633 1.316 2.85 -0.20 0.13 -0.9343
H -1.044 -2.517 3.524 0.17 -0.09 0.17 0.4780
H 0.288 -1.719 3.585 -1.36 -1.24 -1.00 0.5163
O -0.210 -2.438 3.045 0.97 1.11 1.45 -1.0119
H 0.132 2.879 2.192 -0.05 -0.80 0.53 0.4792
H -0.463 4.143 1.555 2.30 -0.84 0.62 0.4786
O 0.430 3.677 1.775 -2.35 1.96 -1.11 -0.9742
H -2.909 0.838 1.729 1.43 0.96 0.42 0.5093
H -1.424 0.880 1.279 -1.87 1.13 1.85 0.4804
O -2.044 1.282 1.999 0.39 -1.68 -2.05 -0.9898
H 2.276 1.793 3.947 1.38 0.70 2.88 0.4773
H 2.307 2.160 2.507 0.33 0.17 -0.97 0.5173
O 1.875 1.611 3.150 -1.18 -0.77 -1.99 -0.9641
H -2.434 -3.627 0.668 -0.86 -0.13 0.15 0.4737
H -2.097 -2.741 1.754 0.15 0.27 0.63 0.4737
O -2.883 -3.182 1.415 0.77 -0.66 -0.53 -0.9386
H 2.666 1.901 -0.393 -0.13 -0.64 0.53 0.4843
H 2.681 3.098 0.322 0.00 2.46 0.35 0.4755
O 2.540 2.204 0.527 0.12 -1.77 -1.16 -0.9544
H -0.817 0.240 3.607 2.26 0.31 0.88 0.5029
H 0.855 0.453 3.711 -1.69 0.07 -0.05 0.5021
O 0.027 0.141 4.171 -1.08 -0.61 -0.82 -1.0198
H -4.845 1.152 -0.716 -0.72 0.55 0.09 0.4661
H -3.816 0.231 -0.411 2.54 -1.41 -0.59 0.4748
O -4.587 0.549 -0.021 -1.91 1.02 0.59 -0.9456
H -1.683 -1.299 -0.046 6.19 -4.26 -2.49 0.4712
H -2.943 -1.424 0.661 -5.01 -5.12 2.94 0.4888
O -2.356 -0.909 0.304 -1.36 9.93 -0.23 -0.9577

***

Entry 5:
62
Properties=species:S:1:pos:R:3:forces:R:3:nbo_charge:R:1 method="wB97M-V/def2-TZVPD" charge=+1 max_force_ev_per_a=9.0 molar_mass_g_mol=357.37 lumo_energy_ev=-2.5 homo_lumo_gap_ev=8.836
C 2.484 0.709 2.238 -1.52 3.47 -0.64 -0.1891
C 1.140 0.907 1.437 2.34 -4.73 -1.67 -0.4918
C -0.173 0.788 2.109 0.42 0.03 2.16 -0.4238
C -1.275 1.096 1.452 0.45 1.27 -2.88 0.0498
N -2.605 0.947 1.657 -1.46 1.29 1.12 -0.8139
N 3.097 2.093 2.515 -0.19 1.95 0.31 -0.7410
H 3.272 0.213 1.757 0.63 -1.17 -0.90 0.2370
H 2.351 0.378 3.228 -0.48 -1.00 1.01 0.2216
H 1.225 1.667 0.738 0.21 2.26 -0.95 0.2331
H 1.229 0.054 0.620 -0.30 1.08 1.72 0.2543
H -0.128 0.494 3.177 -0.43 -0.26 -0.82 0.2484
H -1.255 1.599 0.445 1.22 -0.90 0.89 0.2241
H -2.862 0.849 2.644 -0.42 0.11 -0.52 0.3989
H -3.048 1.736 1.133 -0.21 -1.12 1.24 0.3995
H 3.828 1.965 3.192 0.37 0.04 0.59 0.4150
H 3.556 2.669 1.778 -0.54 -1.25 -0.15 0.4251
H 2.315 2.834 2.912 0.51 -1.39 -0.25 0.4646
H 2.480 -0.280 -2.800 -3.87 -4.83 2.81 0.4727
H 3.159 -0.003 -4.147 -0.50 1.73 4.24 0.4798
O 2.977 0.364 -3.118 4.52 3.13 -7.15 -0.9542
H -0.604 -0.174 -4.626 3.24 1.61 0.21 0.4592
H -1.257 -1.531 -4.846 -0.62 3.05 0.06 0.4672
O -1.438 -0.511 -4.732 -2.70 -4.80 -0.35 -0.9190
H -2.350 -2.249 2.236 -0.89 -0.10 -0.85 0.4808
H -3.439 -3.022 3.132 1.57 1.39 -0.50 0.4967
O -2.672 -2.372 3.125 -1.38 -1.30 1.35 -0.9857
H 0.493 -1.157 -1.233 3.65 0.61 -0.69 0.5010
H 1.748 -2.080 -1.284 0.51 0.92 -0.31 0.5163
O 1.569 -1.096 -1.373 -4.60 -1.46 0.82 -1.0389
H -0.743 2.434 -2.023 0.26 -0.40 -0.20 0.5181
H -2.056 2.969 -1.535 -1.05 0.42 -0.20 0.4955
O -1.200 2.729 -1.216 0.58 -0.50 -0.51 -0.9725
H 4.022 -0.396 -1.377 0.41 -0.07 1.02 0.4878
H 3.157 -0.530 -0.179 -0.64 -0.21 0.10 0.4667
O 4.081 -0.569 -0.404 0.49 0.40 -1.10 -0.9603
H -3.835 -0.865 -1.979 1.63 -2.25 0.42 0.4603
H -5.047 -0.231 -1.520 0.04 0.35 -0.29 0.4732
O -4.307 -0.094 -2.133 -1.78 1.99 0.03 -0.9346
H -0.424 -5.060 -0.378 0.95 -3.79 0.11 0.4808
H -0.977 -3.973 0.412 0.53 0.09 -1.69 0.4969
O -0.640 -4.191 -0.509 -1.91 3.64 1.63 -0.9639
H -2.656 -1.587 -0.037 0.78 0.02 -1.20 0.4754
H -3.314 -0.519 0.811 0.17 -0.11 0.14 0.4893
O -3.351 -1.463 0.585 -0.91 -0.39 0.66 -0.9931
H -0.784 -1.880 4.826 2.14 0.24 -3.95 0.4940
H -0.756 -1.726 3.236 -2.87 0.15 -2.53 0.4620
O -0.184 -1.791 3.925 1.31 -0.36 6.81 -0.9521
H 2.350 -4.520 -1.883 -1.61 1.98 1.12 0.5087
H 0.948 -3.891 -1.433 -4.42 -1.24 -0.06 0.4832
O 1.833 -3.764 -1.429 6.29 -0.93 -1.07 -0.9673
H -0.071 3.732 -0.612 -0.23 0.97 0.45 0.5062
H 0.327 5.245 -0.140 -0.19 -0.44 -0.36 0.4852
O 0.343 4.305 0.076 0.78 -0.04 0.67 -1.0272
H -2.009 -1.352 -2.670 0.48 -0.05 0.65 0.5096
H -1.530 -2.581 -1.850 0.09 -0.92 -0.08 0.4928
O -1.710 -1.650 -1.779 -0.12 0.94 -0.69 -0.9937
H 0.531 0.780 -3.266 0.20 -1.34 0.39 0.4696
H 1.340 2.037 -3.298 -0.92 -0.38 -0.12 0.5066
O 0.411 1.706 -3.354 0.67 1.81 0.01 -0.9594
H 0.536 2.480 2.563 0.26 2.90 1.58 0.5131
H 0.988 3.943 2.189 -0.60 -0.22 0.66 0.5117
O 0.908 3.387 3.009 -0.33 -1.93 -2.30 -0.9502

***

Entry 6:
64
Properties=species:S:1:pos:R:3:forces:R:3:nbo_charge:R:1 method="wB97M-V/def2-TZVPD" charge=+1 max_force_ev_per_a=4.0 molar_mass_g_mol=359.39 lumo_energy_ev=-2.7 homo_lumo_gap_ev=8.349
C 2.511 1.420 1.188 -3.07 1.66 -1.88 -0.2158
C 2.248 0.820 -0.227 0.57 -0.62 1.84 -0.4436
C 2.211 -0.739 -0.194 0.94 1.49 -1.11 -0.4322
C 2.585 -1.338 -1.569 -1.95 -0.93 0.22 -0.2161
N 1.359 -1.423 -2.336 -0.16 -1.45 -1.38 -0.9120
N 1.407 1.037 2.195 1.33 1.66 -1.63 -0.6920
H 3.451 1.223 1.625 0.70 0.08 0.25 0.2486
H 2.276 2.496 0.978 0.78 -0.58 0.83 0.2111
H 3.004 1.359 -0.800 0.05 -0.65 -0.51 0.2576
H 1.264 1.135 -0.583 0.18 0.36 0.01 0.2188
H 2.913 -1.180 0.496 -0.50 0.06 0.65 0.2046
H 1.133 -0.865 0.061 0.95 -1.12 -0.14 0.2103
H 2.952 -2.390 -1.456 -0.39 0.75 0.06 0.1937
H 3.356 -0.871 -2.168 0.27 0.76 0.37 0.2070
H 0.809 -0.702 -2.760 0.53 0.71 0.40 0.3754
H 0.818 -2.237 -2.116 -0.03 0.07 0.09 0.3717
H 1.587 1.598 3.037 -0.44 -0.99 0.29 0.4673
H 1.402 0.037 2.316 -0.17 -0.37 0.57 0.4394
H 0.551 1.387 1.753 -0.29 -0.32 0.21 0.4514
H -2.727 0.252 4.277 0.38 0.95 0.44 0.4814
H -1.795 -0.256 3.318 1.04 1.10 0.20 0.4764
O -1.854 0.517 3.918 -1.59 -1.36 -0.29 -0.9616
H 0.611 -3.219 0.384 0.05 0.02 0.05 0.4702
H 1.363 -4.491 0.714 -0.07 0.20 0.25 0.4740
O 0.982 -3.704 1.133 0.01 -0.19 -0.41 -0.9424
H -1.711 2.557 1.141 1.27 0.97 -0.42 0.4646
H -1.292 3.047 -0.206 0.68 0.05 -0.31 0.4859
O -0.902 2.874 0.660 -1.03 -0.56 0.84 -0.9709
H -3.841 -0.377 0.983 -0.06 0.07 -0.16 0.5123
H -4.930 -0.244 -0.069 -0.20 -0.13 0.13 0.4839
O -4.326 -0.892 0.312 -0.17 -0.06 0.15 -0.9635
H 0.432 1.304 -4.966 0.08 -0.27 -0.21 0.4767
H 1.492 0.175 -4.679 -0.20 -0.03 -0.27 0.4826
O 1.272 1.102 -4.546 0.16 0.23 0.52 -0.9568
H 2.415 2.953 -2.725 -0.82 -0.06 0.40 0.4955
H 1.974 3.396 -1.226 -0.47 -0.28 -0.94 0.4790
O 2.650 3.405 -1.910 1.41 0.56 0.39 -0.9672
H -0.455 -4.662 -2.410 0.15 -0.14 0.30 0.4838
H -0.756 -3.224 -2.631 -0.24 0.23 0.30 0.4829
O -0.505 -3.829 -1.922 -0.08 -0.32 -0.45 -0.9569
H -3.199 -3.339 0.502 0.24 -0.88 -0.76 0.5093
H -1.645 -3.927 0.180 -0.77 -0.51 -0.65 0.5208
O -2.246 -3.322 0.611 0.40 1.49 1.39 -1.0078
H -1.731 -1.545 0.905 0.34 0.23 -0.40 0.5285
H -2.077 -1.412 2.275 0.08 -0.13 -0.07 0.4572
O -1.711 -0.835 1.585 -0.21 -0.96 0.18 -0.9935
H -0.792 3.331 -2.470 0.21 0.18 -0.02 0.4779
H -0.400 1.904 -2.414 0.31 0.05 0.15 0.4758
O -0.069 2.775 -2.151 -0.67 -0.21 -0.21 -0.9496
H -0.221 1.365 4.875 0.04 -0.74 0.10 0.5060
H 0.639 0.034 5.018 -0.50 0.42 0.13 0.4847
O 0.669 0.988 4.866 0.72 0.35 -0.03 -0.9831
H -2.986 1.592 0.251 0.78 -0.43 0.27 0.4978
H -2.555 1.362 1.835 0.27 -0.59 -0.49 0.5045
O -3.236 1.542 1.178 -1.65 0.50 0.49 -0.9738
H -3.433 1.468 -2.649 0.01 -0.02 -0.06 0.4746
H -3.588 2.972 -2.577 0.09 0.04 -0.07 0.4881
O -2.922 2.275 -2.529 -0.28 0.05 0.21 -0.9617
H 4.770 -1.008 2.675 0.00 0.02 -0.08 0.4952
H 4.426 -0.653 1.212 0.23 -0.05 0.28 0.4797
O 4.127 -0.544 2.123 0.49 -0.39 0.43 -0.9605
H -2.475 -0.567 -2.188 -0.20 -0.08 -0.07 0.4551
H -3.051 -1.000 -0.771 0.43 0.11 -0.69 0.4975
O -2.230 -0.909 -1.328 0.07 -0.01 0.28 -0.9983